The molecule C4H10N2O. Source: the OMol25 dataset; level of theory: ωB97M-V/def2-TZVPD.

Geometry as XYZ:
```
17
Properties=species:S:1:pos:R:3:forces:R:3:lowdin_charge:R:1
C 2.088 0.097 -0.786 -0.2 0.2 0.0 -0.043
N 0.677 0.364 -0.465 0.1 -0.6 -0.5 -0.143
C -0.130 0.847 -1.588 0.2 0.5 -0.1 -0.063
C 0.085 -0.573 0.353 -0.6 0.2 0.1 -0.465
O 0.705 -1.440 0.933 0.2 -0.1 0.2 0.055
C -1.436 -0.453 0.570 0.4 -0.1 0.1 -0.194
N -1.896 0.835 1.069 -0.5 -0.5 0.1 0.014
H 2.706 0.963 -0.552 0.0 0.0 0.0 0.087
H 2.415 -0.767 -0.214 0.1 0.1 0.1 0.077
H 2.183 -0.131 -1.846 0.1 0.0 -0.1 0.083
H -0.702 0.052 -2.061 -0.1 -0.1 0.0 0.091
H 0.540 1.237 -2.354 0.0 0.1 0.1 0.085
H -0.803 1.668 -1.317 0.1 -0.2 0.0 0.080
H -1.992 -0.697 -0.333 0.1 -0.1 -0.2 0.102
H -1.630 -1.267 1.277 -0.2 0.4 0.0 0.121
H -1.504 1.623 0.580 0.1 0.0 0.2 0.045
H -1.800 0.901 2.068 0.2 0.3 0.0 0.069
```
Forces are in eV/Å.

Summary:
DFT total energy = -9337.636 eV
E_HOMO = -0.3274 Ha
frontier orbital gap = 9.8 eV



The molecule C4H10N2O at a distorted geometry. Source: the OMol25 dataset; level of theory: ωB97M-V/def2-TZVPD.

Geometry as XYZ:
```
17
Properties=species:S:1:pos:R:3:forces:R:3:lowdin_charge:R:1
C 0.899 -1.349 1.670 0.1 -0.1 -0.8 0.045
C -0.062 -1.167 0.769 -4.7 -1.8 2.0 -0.146
C -0.533 -0.089 -0.131 4.3 -0.6 -1.4 -0.609
N -1.343 0.866 0.552 0.3 0.0 -0.5 0.133
N -1.077 -0.467 -1.415 0.0 0.8 0.4 0.102
O 0.951 0.162 -0.431 -0.9 2.1 -1.0 -0.217
C 1.362 1.450 -0.832 -0.3 0.2 0.0 -0.117
H 1.910 -1.035 1.485 0.0 0.8 0.3 0.061
H 0.701 -1.907 2.571 0.1 -0.7 -0.3 0.055
H -1.020 -1.755 0.841 0.7 -0.3 1.1 0.109
H -1.967 0.415 1.210 0.3 -0.1 0.3 0.085
H -1.923 1.370 -0.110 0.2 0.0 -0.1 0.087
H -1.974 -0.927 -1.341 0.2 -0.2 -0.2 0.080
H -0.385 -0.909 -2.007 -0.3 -0.3 0.3 0.092
H 0.684 1.853 -1.591 0.1 0.2 0.0 0.079
H 2.355 1.367 -1.270 0.1 -0.1 0.0 0.079
H 1.421 2.125 0.030 -0.1 0.1 -0.1 0.081
```
Forces are in eV/Å.

Summary:
DFT total energy = -9335.194 eV
E_HOMO = -0.3301 Ha
frontier orbital gap = 9.9 eV



The molecule C4H10N2O at a distorted geometry. Source: the OMol25 dataset; level of theory: ωB97M-V/def2-TZVPD.

Geometry as XYZ:
```
17
Properties=species:S:1:pos:R:3:forces:R:3:lowdin_charge:R:1
N 2.693 1.062 0.856 1.5 1.3 -2.9 -0.016
C 1.864 0.825 -0.389 0.5 -1.7 1.1 -0.229
C 0.928 -0.472 -0.378 1.7 -2.5 -1.6 -0.162
C -0.490 -0.384 -1.023 -0.1 -2.5 0.1 -0.149
C -1.652 -0.321 -0.073 0.4 1.0 -0.2 -0.511
N -1.527 -1.283 0.921 -1.7 1.2 -0.2 0.143
O -2.498 0.584 -0.117 1.4 -2.1 0.7 0.046
H 3.289 1.935 0.980 -1.6 -1.7 -0.9 0.096
H 2.356 0.784 1.708 -1.4 -0.8 2.1 -0.001
H 2.513 0.677 -1.218 1.0 -0.1 -0.6 0.081
H 1.286 1.643 -0.678 -1.3 1.6 0.0 0.072
H 1.023 -0.888 0.636 -0.8 0.2 -0.2 0.077
H 1.334 -1.461 -1.049 0.0 3.0 1.8 0.158
H -0.684 -1.244 -1.754 0.4 0.6 1.3 0.141
H -0.605 0.395 -1.674 0.1 2.5 -1.5 0.075
H -1.718 -0.825 1.773 -0.6 -0.3 1.4 0.090
H -0.868 -2.030 0.953 0.5 0.1 -0.4 0.090
```
Forces are in eV/Å.

Summary:
DFT total energy = -9336.386 eV
E_HOMO = -0.3344 Ha
frontier orbital gap = 9.9 eV



The molecule C4H10N2O at a distorted geometry. Source: the OMol25 dataset; level of theory: ωB97M-V/def2-TZVPD.

Geometry as XYZ:
```
17
Properties=species:S:1:pos:R:3:forces:R:3:lowdin_charge:R:1
C 0.902 -0.729 1.520 -0.6 -0.3 0.4 -0.127
N 1.119 -0.469 0.108 0.7 1.0 -0.8 -0.079
C 0.187 0.481 -0.532 -0.9 0.0 -0.1 -0.330
C -0.226 1.704 0.276 -0.5 0.9 -0.3 -0.064
C -1.080 -0.297 -0.903 -1.0 -1.4 1.7 -0.511
N -0.930 -1.256 -1.863 0.8 0.0 -0.5 0.150
O -2.126 -0.221 -0.272 0.3 0.7 -0.5 0.047
H 1.575 -1.490 1.911 0.1 -0.2 -0.4 0.076
H 0.973 0.091 2.248 0.1 0.4 -0.5 0.075
H -0.115 -1.115 1.592 0.0 -0.1 0.3 0.086
H 2.025 -0.054 -0.078 0.2 -0.4 0.4 0.105
H 0.544 0.763 -1.530 0.7 0.1 0.4 0.144
H -0.632 1.466 1.252 0.0 -0.3 0.1 0.071
H -1.036 2.213 -0.256 -0.1 -0.2 0.0 0.085
H 0.495 2.514 0.413 0.6 -0.5 -0.1 0.079
H -1.665 -1.931 -1.960 -0.4 0.1 0.2 0.100
H -0.012 -1.671 -1.925 0.1 0.2 -0.1 0.094
```
Forces are in eV/Å.

Summary:
DFT total energy = -9337.946 eV
E_HOMO = -0.3385 Ha
frontier orbital gap = 10.2 eV



A cluster of 2 separate species, C4H10N2O in total. Source: the OMol25 dataset; level of theory: ωB97M-V/def2-TZVPD.

Geometry as XYZ:
```
17
Properties=species:S:1:pos:R:3:forces:R:3:lowdin_charge:R:1
C 1.222 0.213 0.856 0.0 0.0 0.1 -0.112
N -0.103 0.055 0.273 0.0 0.0 0.1 -0.378
C -0.879 -1.020 0.867 0.0 -0.1 0.0 -0.101
C -0.862 1.292 0.223 0.0 0.1 0.0 -0.102
H 1.205 0.828 1.769 0.0 -0.1 0.0 0.085
H 1.624 -0.774 1.103 -0.1 0.2 0.0 0.085
H 1.908 0.662 0.128 -0.2 0.0 0.2 0.068
H -1.112 -0.836 1.930 0.0 0.0 -0.1 0.090
H -0.323 -1.959 0.784 -0.1 0.1 0.1 0.090
H -1.819 -1.134 0.315 0.2 0.0 0.1 0.085
H -0.302 2.055 -0.328 0.0 -0.1 0.1 0.093
H -1.805 1.119 -0.307 0.2 0.0 0.1 0.085
H -1.092 1.682 1.230 0.0 0.0 -0.1 0.088
N 1.373 -0.439 -1.908 -0.5 0.0 -0.1 0.136
C 0.141 -0.507 -1.947 -0.3 -0.2 -0.5 -0.411
O -1.004 -0.629 -2.196 0.8 0.1 0.2 0.121
H 1.830 -0.609 -2.794 0.0 0.0 -0.1 0.079
```
Forces are in eV/Å.

Summary:
DFT total energy = -9337.239 eV
E_HOMO = -0.3252 Ha
frontier orbital gap = 9.8 eV



The molecule C4H10N2O at a distorted geometry. Source: the OMol25 dataset; level of theory: ωB97M-V/def2-TZVPD.

Geometry as XYZ:
```
17
Properties=species:S:1:pos:R:3:forces:R:3:lowdin_charge:R:1
H 0.570 2.125 -1.563 0.1 -0.4 -0.3 0.053
N 0.667 1.231 -2.056 0.1 -0.2 0.9 0.132
C 0.867 0.282 -1.215 -0.3 1.8 -1.1 -0.538
O 1.008 -0.946 -1.708 0.1 -1.0 0.0 0.066
C 0.948 0.411 0.271 0.5 0.5 -0.1 -0.100
C -0.331 0.015 1.029 -0.2 -0.6 0.5 -0.444
C -1.619 0.103 0.214 -0.1 0.2 0.0 -0.067
N -0.230 -1.328 1.612 0.1 -0.2 -0.1 0.021
H 0.926 -0.867 -2.675 0.0 0.0 0.2 0.123
H 1.182 1.459 0.499 -0.1 -0.1 -0.2 0.118
H 1.816 -0.163 0.621 -0.3 0.0 0.1 0.121
H -0.430 0.706 1.876 0.1 -0.1 -0.1 0.131
H -2.494 -0.074 0.851 0.3 0.0 0.0 0.080
H -1.647 -0.641 -0.591 0.1 0.1 0.1 0.081
H -1.735 1.096 -0.232 0.1 -0.2 0.0 0.079
H 0.600 -1.392 2.200 -0.2 0.0 -0.1 0.070
H -0.099 -2.014 0.867 -0.1 0.2 0.2 0.075
```
Forces are in eV/Å.

Summary:
DFT total energy = -9337.930 eV
E_HOMO = -0.3444 Ha
frontier orbital gap = 10.2 eV